[1]
The following is a DFT calculation (the ωB97M-V functional and the def2-TZVPD basis) of a molecular structure, C14H19BaBrO.

Positions of all 36 atoms, in Å:
C: 0.2933 -2.1858 -0.8093
C: 1.4714 -1.4467 -0.6527
C: 1.6730 -1.2182 0.7586
H: 2.1363 -1.0950 -1.4364
C: 0.6337 -1.9450 1.4523
C: -0.2195 -2.5159 0.4932
H: -1.0952 -3.1426 0.6993
H: -0.1958 -2.4315 -1.7620
H: 2.6287 -0.9952 1.2227
H: 0.5635 -2.0605 2.5470
Ba: -0.7071 0.4913 -0.1780
Br: -0.4296 0.7173 -3.1663
C: -4.9517 0.6828 -2.1082
C: -5.3171 -0.5297 -1.4476
C: -4.9302 -1.6263 -2.2862
H: -5.8350 -0.6119 -0.4934
C: -4.3294 -1.0884 -3.4627
C: -4.3352 0.3376 -3.3540
H: -3.9558 1.0296 -4.0976
H: -5.1433 1.6876 -1.7418
H: -5.1074 -2.6799 -2.0798
H: -3.9532 -1.6637 -4.3058
C: 2.2464 2.9967 1.7980
C: 2.5688 1.5237 1.6776
C: 3.8925 1.3577 0.9344
C: 2.8112 0.9255 3.0622
O: 1.4686 0.9071 0.9959
H: 3.0486 3.5535 2.3136
H: 1.3202 3.1297 2.3599
H: 2.1212 3.4301 0.8059
H: 4.6900 1.9280 1.4377
H: 4.2313 0.3178 0.8911
H: 3.8134 1.7431 -0.0851
H: 1.8986 0.9392 3.6616
H: 3.1779 -0.1039 3.0252
H: 3.5713 1.5115 3.5991

Properties
Total charge = -2
Gap between HOMO and LUMO = 4.26 eV
Relative energy (zero: lowest compared OMol25 entry of this formula, charge and spin) = 0.0 kcal per mole


[2]
The following is a DFT calculation (the ωB97M-V functional and the def2-TZVPD basis) of a molecular structure, C14H19BrMnN3O5Se.

Positions of all 44 atoms, in Å:
Mn: 0.3414 0.0718 -0.4883
C: -3.3549 2.7124 -1.5232
N: -3.3353 1.7880 -0.3875
C: -4.5065 1.7933 0.4828
C: -2.3423 0.9305 -0.2579
O: -1.4223 0.8541 -1.0983
C: -2.3289 0.0005 0.9480
O: -1.1206 -0.7344 0.8715
C: -0.6044 -1.2984 2.0640
C: 0.9126 -1.3132 1.9248
O: 1.4362 -1.0148 0.8328
N: 1.6393 -1.6416 2.9747
C: 3.0996 -1.5574 2.9017
C: 1.0614 -2.0677 4.2464
H: -3.6721 3.6902 -1.1675
H: -4.0504 2.3637 -2.2869
H: -2.3609 2.7853 -1.9473
H: -4.8616 2.8162 0.5794
H: -4.2702 1.4283 1.4784
H: -5.3094 1.1860 0.0618
H: -3.1786 -0.6832 0.9042
H: -2.3721 0.5847 1.8700
H: -0.9739 -2.3198 2.1685
H: -0.8981 -0.7123 2.9367
H: 3.3839 -0.8441 2.1366
H: 3.5292 -2.5310 2.6666
H: 3.4721 -1.2221 3.8671
H: 0.0867 -2.5277 4.1090
H: 0.9734 -1.2266 4.9360
H: 1.7169 -2.8120 4.6917
Br: 2.4222 3.0128 -1.4318
C: 2.4367 1.4231 -2.4352
C: 3.2789 1.3828 -3.5331
C: 3.2925 0.2495 -4.3252
C: 2.4481 -0.8000 -4.0037
C: 1.6451 -0.6815 -2.8957
N: 1.6388 0.4081 -2.0931
C: 0.6797 -1.7886 -2.5201
O: 0.5934 -2.7760 -3.2012
O: 0.0142 -1.5126 -1.4365
H: 3.8998 2.2386 -3.7495
H: 3.9463 0.1952 -5.1856
H: 2.3816 -1.7101 -4.5826
Se: 0.6323 1.8603 0.8971

Properties
Total charge = +1
2S+1 = 4
Gap between HOMO and LUMO (alpha / beta) = 7.55 / 6.91 eV
Relative energy (zero: lowest compared OMol25 entry of this formula, charge and spin) = 1.3 kcal per mole


[3]
The following is a DFT calculation (the ωB97M-V functional and the def2-TZVPD basis) of C14H19BrN2OS in the gas phase.

Positions of all 38 atoms, in Å:
C: 3.6272 0.2243 -0.9314
C: 3.3853 1.2409 0.1789
C: 2.1081 0.9782 0.9773
C: 2.1683 -0.3075 1.7996
H: 3.0095 -0.2526 2.4941
H: 2.3347 -1.1621 1.1418
C: 0.8799 -0.5204 2.6026
C: -0.3103 -0.7570 1.7005
O: -1.2406 0.0003 1.5812
N: -0.2268 -1.9591 1.0179
C: -1.2421 -2.5558 0.2892
N: -2.0754 -1.7900 -0.4373
C: -1.8561 -0.5029 -0.9472
C: -0.5974 -0.1348 -1.4099
C: -0.3879 1.1213 -1.9455
C: -1.4536 1.9994 -2.0238
C: -2.7158 1.6391 -1.5851
C: -2.9356 0.3841 -1.0423
C: -4.2851 -0.0126 -0.5351
H: -4.2059 -0.3436 0.4993
H: -4.7003 -0.8300 -1.1266
H: -4.9740 0.8257 -0.5822
H: -3.5306 2.3437 -1.6559
Br: -1.1798 3.7342 -2.7569
H: 0.5870 1.4132 -2.3040
H: 0.2184 -0.8402 -1.3561
H: -2.9224 -2.2571 -0.7357
S: -1.4267 -4.1906 0.3652
H: 0.4599 -2.6256 1.3499
H: 0.6691 0.3648 3.2039
H: 0.9954 -1.3764 3.2715
H: 1.2548 0.9343 0.2976
H: 1.9396 1.8182 1.6549
H: 3.3135 2.2359 -0.2654
H: 4.2409 1.2445 0.8580
H: 4.4884 0.5179 -1.5270
H: 2.7632 0.1632 -1.5896
H: 3.8233 -0.7653 -0.5264

Properties
Gap between HOMO and LUMO = 8.59 eV
Relative energy (zero: lowest compared OMol25 entry of this formula, charge and spin) = 1.2 kcal per mole


[4]
The following is a DFT calculation (the ωB97M-V functional and the def2-TZVPD basis) of 2 unconnected molecules or ions with the total composition C14H19Cl2IN2O4P3S.

Positions of all 46 atoms, in Å:
C: 2.8435 3.5444 1.3272
C: 2.1261 2.2348 1.0334
C: 0.6311 2.3428 0.7131
I: 0.0314 4.1236 -0.3772
C: 0.1151 1.1048 0.0655
C: 0.5110 0.6199 -1.1316
Cl: 1.5958 1.5786 -2.0505
C: 0.0469 -0.6110 -1.7117
P: 0.6037 -1.3577 -3.2788
C: -0.5325 -0.7471 -4.5985
C: 2.3108 -0.9384 -3.7224
C: -0.8821 -1.3562 -1.0009
P: -1.4433 -3.0391 -1.4966
O: -0.3396 -4.0119 -1.6880
C: -1.3621 -0.8637 0.2469
N: -2.2891 -1.5634 0.9376
C: -2.6620 -1.1052 2.0888
Cl: -3.8573 -2.0303 2.9511
C: -2.1676 0.0906 2.6413
P: -2.6678 0.7818 4.2467
O: -4.2488 1.0425 4.1639
O: -2.5516 -0.4165 5.2863
S: -1.6712 2.3525 4.7616
N: -1.2888 0.7940 1.9703
C: -0.8561 0.3455 0.7801
H: 3.7618 3.3301 1.8746
H: 3.1490 4.0223 0.3988
H: 2.2470 4.2322 1.9220
H: 2.1566 1.5947 1.9175
H: 2.6502 1.6881 0.2548
H: 0.1138 2.4720 1.6532
H: -0.9897 -1.6219 -5.0546
H: -0.0123 -0.2029 -5.3859
H: -1.3349 -0.1290 -4.2008
H: 2.8935 -1.0780 -2.8099
H: 2.6169 -1.6568 -4.4814
H: 2.4790 0.0660 -4.1010
H: -2.2584 -2.9524 -2.6447
H: -2.2403 -3.4830 -0.4423
H: -4.4314 1.6166 3.4087
H: -2.4763 -0.0029 6.1592
C: 1.9635 -2.1538 -0.1208
O: 2.3261 -0.9817 -0.6911
H: 2.1144 -2.2737 0.9824
H: 0.8697 -2.3192 -0.2483
H: 2.4065 -3.0817 -0.5477

Properties
Total charge = -1
Gap between HOMO and LUMO = 5.84 eV


[5]
The following is a DFT calculation (the ωB97M-V functional and the def2-TZVPD basis) of C14H19N3O2S in the gas phase.

Positions of all 39 atoms, in Å:
C: 3.2658 -0.2062 -2.1549
C: 3.6215 -1.6887 -2.0850
O: 2.5123 -2.5646 -2.0751
C: 1.7012 -2.5137 -0.9261
C: 0.4186 -1.7210 -1.1842
H: -0.1978 -2.2248 -1.9276
H: 0.6301 -0.7055 -1.5102
S: -0.6084 -1.5939 0.3056
C: 0.2537 -0.3403 1.1414
N: 1.4102 0.1318 0.7904
N: 1.7003 1.0855 1.7291
C: 0.7191 1.2033 2.6704
O: 0.6611 1.9472 3.6179
N: -0.2159 0.2433 2.2832
C: -1.5233 0.1090 2.8684
H: -1.4108 0.1735 3.9537
H: -1.9151 -0.8721 2.5897
C: -2.4568 1.2283 2.3728
C: -2.5074 1.2222 0.8716
C: -3.3987 0.3995 0.1950
C: -3.3754 0.3221 -1.1855
C: -2.4531 1.0606 -1.9073
C: -1.5677 1.8917 -1.2432
C: -1.5985 1.9746 0.1377
H: -0.9093 2.6302 0.6528
H: -0.8492 2.4755 -1.8004
H: -2.4269 0.9918 -2.9849
H: -4.0730 -0.3225 -1.6995
H: -4.1105 -0.1888 0.7559
H: -2.0723 2.1824 2.7372
H: -3.4477 1.0623 2.7963
H: 2.5555 1.6102 1.6686
H: 2.2422 -2.0707 -0.0828
H: 1.4357 -3.5471 -0.6735
H: 4.1839 -1.9822 -2.9751
H: 4.2461 -1.8735 -1.1982
H: 2.7597 0.1113 -1.2459
H: 4.1779 0.3744 -2.2673
H: 2.6230 -0.0154 -3.0109

Properties
Gap between HOMO and LUMO = 8.95 eV
Relative energy (zero: lowest compared OMol25 entry of this formula, charge and spin) = 11.8 kcal per mole


[6]
The following is a DFT calculation (the ωB97M-V functional and the def2-TZVPD basis) of C14H19N3O4S2 in the gas phase.

Positions of all 42 atoms, in Å:
C: 1.6322 -0.5092 4.1320
N: 2.3091 -1.4783 3.2978
C: 1.8418 -2.8261 3.5430
H: 0.7705 -2.9682 3.3413
H: 2.0274 -3.0688 4.5891
H: 2.4048 -3.5182 2.9203
C: 2.3529 -1.1123 1.9006
H: 2.9286 -0.1842 1.8268
C: 0.9805 -0.9271 1.2138
N: 1.0753 -1.1144 -0.2146
S: -0.2216 -1.8581 -0.9380
O: -0.6033 -2.9606 -0.1090
O: 0.1253 -2.0954 -2.3069
C: -1.5476 -0.6593 -0.9166
C: -2.2264 -0.2717 0.1980
S: -3.3539 0.9712 -0.1386
C: -2.9122 0.9664 -1.8126
C: -1.9386 0.0404 -2.0713
H: -1.4880 -0.1632 -3.0247
C: -3.5763 1.9523 -2.6858
O: -4.3216 2.8004 -2.2425
N: -3.2760 1.8531 -4.0021
H: -2.7037 1.1163 -4.3700
H: -3.7249 2.4888 -4.6398
H: -2.1281 -0.6652 1.1892
C: 1.7415 -0.1080 -1.0121
C: 0.9369 1.1327 -1.2464
C: 0.6404 1.7936 -2.4025
C: -0.1625 2.9026 -2.0370
C: -0.2991 2.8331 -0.6878
O: 0.3653 1.7694 -0.1983
H: -0.8244 3.4486 0.0145
H: -0.5812 3.6413 -2.6882
H: 0.9602 1.5238 -3.3877
H: 1.9507 -0.5660 -1.9805
H: 2.6887 0.1354 -0.5210
H: 0.3053 -1.7132 1.5541
H: 0.5540 0.0525 1.4616
H: 2.8937 -1.8968 1.3660
H: 1.8423 -0.7425 5.1757
H: 2.0212 0.4844 3.9153
H: 0.5410 -0.4998 3.9948

Properties
Gap between HOMO and LUMO = 8.64 eV
Relative energy (zero: lowest compared OMol25 entry of this formula, charge and spin) = 2.2 kcal per mole


Largest force on an atom across the listed records, respectively: 0.07362, 0.01707, 0.01573, 0.03639, 0.01536, 0.02188 Eh/bohr.